(1)
Entry from the Open Molecules 2025 dataset: 11 unconnected molecules or ions with the total composition C22H60F2N5O30S8 at a distorted geometry (wB97M-V/def2-TZVPD).

Geometry as XYZ:
```
127
Properties=species:S:1:pos:R:3:forces:R:3:mulliken_charge:R:1
N -0.662395 -0.929364 -0.440236 1.5 3.7 -0.3 0.27
S 0.141145 -1.876774 0.426254 -0.2 -7.0 -0.1 0.07
O 0.400675 -1.501174 1.747894 0.5 1.0 2.6 -0.28
O 1.184125 -2.613164 -0.225406 -0.4 -0.1 -0.2 -0.32
F -1.072235 -2.968474 0.619664 0.5 0.3 -0.3 -0.30
S 0.410675 0.328626 -0.132046 -0.8 7.5 -0.1 0.56
O 1.840155 0.159856 -0.236076 -1.0 -1.3 0.1 -0.40
O -0.027235 1.318846 0.878994 0.4 -3.1 -1.2 -0.19
F 0.131735 1.215576 -1.427246 -0.3 -1.1 -0.3 -0.16
C -2.472105 2.290456 -2.806146 0.0 2.5 -0.3 -0.57
N -3.161275 3.527686 -2.290956 3.4 -2.7 -0.2 0.79
O -4.184015 3.937576 -2.802216 -4.5 1.1 -2.9 -0.87
O -2.863805 3.842276 -1.122926 1.4 0.5 3.4 -0.74
H -2.428735 1.455636 -2.106646 -0.6 -0.3 -0.1 -0.09
H -1.448725 2.656696 -2.887766 0.4 -0.3 -0.2 0.12
H -2.890125 2.201706 -3.808886 0.1 -0.9 0.1 0.25
C 3.869775 0.175366 2.221594 -0.1 1.5 0.0 0.07
N 4.750545 0.927596 1.246744 -1.7 -0.2 -0.6 0.96
O 4.251305 1.843006 0.590034 0.7 -0.8 0.7 -0.48
O 5.878855 0.532876 1.169874 1.1 0.1 -0.3 -0.63
H 3.448105 -0.728974 1.782884 0.4 0.1 -0.1 -0.32
H 3.069485 0.889936 2.413964 -0.1 -0.4 0.2 -0.28
H 4.516215 0.049716 3.090174 -0.4 -0.4 -0.1 0.52
C -3.900065 -3.053004 1.844714 0.6 -0.4 -0.3 -0.62
N -5.159495 -2.547594 2.399884 -2.3 -0.7 -0.1 1.01
O -5.092705 -1.692544 3.277674 -0.4 -1.1 -1.2 -0.53
O -6.199135 -3.148564 1.998584 2.3 1.8 1.2 -0.58
H -4.029935 -3.486224 0.852974 -0.3 0.4 0.1 0.33
H -3.667175 -3.890814 2.501934 0.4 0.2 0.1 0.39
H -3.134855 -2.276774 1.848744 -0.2 -0.2 0.2 -0.01
C 3.628385 -3.973804 0.704264 -0.4 -0.7 0.8 -0.35
N 4.355295 -3.620354 -0.545576 2.1 0.7 -0.7 1.04
O 4.981675 -2.541254 -0.484006 -1.4 -1.8 -0.4 -0.52
O 4.503165 -4.446524 -1.464356 -0.9 1.4 1.8 -0.60
H 4.313275 -4.589654 1.287134 0.3 0.1 -0.2 0.42
H 2.736565 -4.589464 0.587074 0.1 0.2 -0.7 0.03
H 3.377335 -3.094944 1.298144 0.2 0.1 -0.6 -0.07
O -2.988395 -2.559354 -5.264926 1.7 0.3 0.8 -0.63
S -1.990125 -2.802944 -4.240406 0.7 0.6 1.0 1.12
O -1.561175 -4.190444 -4.053236 -0.3 1.9 0.1 -0.60
O -0.597255 -1.824004 -4.458416 -3.6 -1.0 -1.7 -0.46
C 0.415935 -1.807174 -3.504216 1.1 -1.3 1.0 0.77
C 1.706665 -1.498154 -4.207476 -0.7 0.0 -0.6 -1.80
C -2.576805 -2.055024 -2.639866 0.1 -1.2 -0.5 -0.13
H 0.579055 -2.825844 -3.152376 -0.5 -0.1 0.8 0.14
H 0.202815 -1.098574 -2.703856 -0.1 -0.2 -0.1 0.14
H 1.875915 -2.265294 -4.963096 0.1 -0.1 0.0 0.46
H 2.517545 -1.539964 -3.480266 0.1 0.6 -0.2 0.38
H 1.490425 -0.581184 -4.755646 0.9 0.4 0.2 0.37
H -2.556515 -0.965704 -2.607056 0.2 -0.1 -0.4 -0.18
H -1.964385 -2.488914 -1.849446 0.1 0.1 -0.2 -0.12
H -3.596615 -2.404534 -2.478876 0.0 0.0 -0.3 0.53
O 1.296585 -7.233864 0.147824 -1.1 0.2 0.0 -0.63
S -0.000675 -6.649584 0.398404 -1.2 0.6 0.6 1.20
O -1.144485 -7.432084 0.850734 1.4 0.2 -0.3 -0.69
O 0.236495 -5.479374 1.515204 0.6 0.5 -3.2 -0.07
C 0.060565 -5.718654 2.859074 -1.2 -0.2 1.6 -0.58
C 0.049055 -4.392874 3.632114 -0.2 -0.4 -0.2 -0.75
C -0.606875 -5.684764 -1.039516 1.4 -0.5 1.0 -0.51
H 0.838815 -6.394214 3.214134 0.0 0.0 0.2 0.27
H -0.915355 -6.197054 2.941604 0.0 -0.3 0.5 0.46
H -0.292285 -4.556794 4.654234 0.5 -0.3 0.2 0.49
H -0.708325 -3.699514 3.266424 0.3 0.0 -0.6 0.07
H 1.044165 -3.949694 3.594024 -0.2 0.3 0.2 0.14
H -1.620355 -5.337344 -0.838896 0.3 -0.1 -0.1 0.19
H -0.499985 -6.386054 -1.867086 -0.4 0.0 0.0 0.59
H 0.124935 -4.890794 -1.188396 -0.2 0.2 0.0 -0.13
O -5.359955 2.461896 0.571724 0.1 -2.8 -0.5 -0.64
S -5.040535 1.079456 0.201904 -1.2 1.8 -0.8 1.33
O -5.928235 -0.032224 0.493614 0.2 0.7 0.0 -0.68
O -4.745335 0.994656 -1.429066 -0.4 0.3 0.8 -0.04
C -5.862365 0.900816 -2.364616 -0.8 -1.9 -0.3 -0.37
C -5.407855 0.203116 -3.641506 2.0 0.9 0.0 -0.83
C -3.461905 0.675296 0.856264 0.3 0.1 -0.5 -0.20
H -6.337265 1.818736 -2.711016 0.4 0.5 1.0 0.23
H -6.585585 0.180016 -1.983176 -0.3 0.5 0.8 0.41
H -4.792715 -0.677364 -3.455846 -0.4 -0.2 0.1 0.07
H -4.707245 0.923646 -4.063516 0.1 -0.1 -0.6 0.17
H -6.167525 -0.011144 -4.393226 -0.3 0.1 0.4 0.42
H -3.162695 -0.242454 0.349994 0.3 0.2 0.0 -0.35
H -3.517315 0.505486 1.931524 -0.5 0.1 -0.1 0.59
H -2.821495 1.538536 0.675154 0.2 -0.1 -0.3 0.00
O 2.955845 0.663276 5.248974 -1.6 -0.7 2.6 -0.52
S 1.939375 0.367236 6.288724 -1.9 1.0 -1.5 1.07
O 1.863715 1.039226 7.594684 0.6 -1.3 -2.5 -0.61
O 0.443415 0.666016 5.597244 1.2 -0.5 -0.3 -0.52
C 0.206505 0.190776 4.190694 0.4 0.3 -0.5 1.35
C -1.189015 0.564326 3.721644 0.1 0.2 2.2 -1.17
C 1.702385 -1.443114 6.517194 0.9 1.5 -0.1 -0.59
H 0.303395 -0.892774 4.122714 0.2 0.0 0.3 -0.16
H 0.908145 0.648796 3.493544 0.4 0.0 0.4 -0.27
H -1.441395 0.118276 2.759644 0.2 0.3 0.2 -0.28
H -1.324535 1.642376 3.808394 0.1 0.1 -0.8 0.42
H -1.812785 0.196986 4.536554 -0.7 -0.4 -0.3 0.59
H 0.809175 -1.524054 7.136644 0.2 -0.1 0.0 0.32
H 2.631145 -1.756124 6.994194 -0.3 -0.3 0.1 0.43
H 1.596575 -1.887124 5.527364 0.0 0.1 0.2 -0.04
O 3.831845 6.513606 1.238404 -1.5 -1.3 2.3 -0.61
S 3.152465 5.841196 2.368654 0.7 -0.3 -0.2 1.14
O 2.987545 6.520506 3.655044 0.2 -0.8 -2.0 -0.64
O 1.651275 5.365656 1.943614 1.3 1.3 1.9 -0.40
C 1.482215 4.495696 0.862994 0.4 -0.2 -2.7 0.64
C 0.089635 4.541306 0.302004 -0.7 -0.2 1.3 -1.11
C 4.058345 4.201426 2.670584 -0.5 1.0 -0.7 -0.71
H 1.702075 3.463526 1.135724 0.4 0.0 0.1 -0.09
H 2.076725 4.846586 0.019474 0.9 -0.2 0.3 0.16
H 0.047105 4.094496 -0.691296 -0.1 -0.1 0.2 0.09
H -0.331125 5.545816 0.256934 0.2 0.0 -0.1 0.63
H -0.489875 3.952276 1.012864 -0.7 0.0 -0.5 0.08
H 3.419095 3.414256 3.070354 -0.3 0.4 0.2 0.09
H 4.889625 4.389796 3.349984 -0.2 0.3 -0.1 0.49
H 4.423185 3.857166 1.702864 0.0 0.3 0.0 0.25
O 4.928835 3.633996 -3.511746 0.6 -0.3 -0.1 -0.66
S 3.630955 4.092966 -3.181626 -2.6 0.2 0.0 1.27
O 3.457255 5.165116 -2.215356 -0.1 -1.4 -1.0 -0.59
O 3.003765 4.584626 -4.623456 3.1 -0.3 1.0 -0.42
C 1.642175 4.726156 -4.759256 -1.4 0.3 0.3 0.16
C 1.266805 5.945726 -5.613866 -0.1 -0.8 -0.1 -1.34
C 2.451845 2.624686 -2.798356 1.2 1.5 0.1 -0.40
H 1.196015 4.808996 -3.768206 -0.3 0.4 0.0 0.14
H 1.321505 3.760436 -5.149976 -0.7 0.2 -0.5 0.28
H 1.772725 6.875866 -5.355066 -0.1 -0.2 0.6 0.31
H 0.186765 6.027286 -5.491556 0.0 0.4 -0.2 0.39
H 1.493915 5.797296 -6.669566 -0.1 -0.3 0.0 0.33
H 2.832085 2.206006 -1.866576 0.0 0.0 0.0 0.06
H 2.466045 1.886256 -3.600006 0.3 0.3 0.0 0.43
H 1.451405 3.034446 -2.659396 0.2 0.0 0.1 -0.08
```
Forces are in eV/Å.

Output
Lowest unoccupied orbital energy (alpha / beta), eV: 2.85 / 2.85
E_tot, hartree: -6789.92210
2S+1: 2
Net charge: -2
HOMO level (alpha / beta), eV: 0.6717 / -2.6215

=====

(2)
Entry from the Open Molecules 2025 dataset: a single C25H26N2O3 molecule (wB97M-V/def2-TZVPD).

Geometry as XYZ:
```
56
Properties=species:S:1:pos:R:3:forces:R:3:mulliken_charge:R:1
C -8.968405 -0.155969 1.241825 -0.2 0.0 -0.1 -0.87
H -9.745635 -0.237105 2.000038 0.0 0.0 -0.1 0.24
O -7.749309 -0.147464 1.946288 0.4 0.0 0.1 -0.44
C -6.590756 -0.061034 1.245269 0.2 0.0 0.1 0.72
C -6.499247 0.029678 -0.142216 -0.3 0.0 0.1 -0.41
C -5.256183 0.108684 -0.734125 0.2 0.0 0.1 -1.10
C -4.086941 0.110939 0.022528 -0.5 0.0 -0.1 0.07
C -4.177341 0.022366 1.418869 -0.1 0.0 -0.1 0.74
C -5.421247 -0.062987 2.009386 -0.3 0.0 0.0 -0.48
H -5.518190 -0.133383 3.082199 0.0 0.0 0.1 0.44
C -2.925308 0.021801 2.244171 0.1 0.1 0.1 -1.04
C -1.870843 0.888303 1.557112 0.1 -0.2 0.1 -1.12
C -1.597242 0.347388 0.186389 0.7 0.0 0.0 0.22
C -0.396877 0.034703 -0.322750 -0.6 0.0 -0.2 -0.85
C 0.896289 0.055287 0.346587 0.3 0.0 0.3 0.09
C 1.090460 -0.460472 1.624896 0.0 0.0 -0.2 -1.14
C 2.338024 -0.440956 2.221320 0.3 0.0 0.2 -0.64
C 3.431155 0.103015 1.556284 -0.2 0.1 -0.2 0.93
C 3.254523 0.614893 0.262915 0.2 0.0 0.2 0.66
C 2.005826 0.568177 -0.325372 -0.1 -0.1 0.3 -0.21
H 1.897586 0.947586 -1.331018 0.0 0.0 -0.1 0.62
C 4.417077 1.174254 -0.524866 -0.2 0.1 0.3 -1.73
N 4.649324 0.390843 -1.709278 0.5 -0.4 -0.2 0.98
C 5.397183 -0.730092 -1.832491 0.0 -0.1 -0.2 1.10
C 5.223957 -1.166749 -3.128159 0.0 0.1 0.2 -1.10
C 4.335723 -0.247803 -3.715392 0.1 0.0 0.3 0.68
N 3.998770 0.681671 -2.838376 -0.5 0.5 -0.5 -1.11
C 3.802834 -0.247105 -5.103933 0.0 0.0 0.1 -1.17
H 4.616406 -0.172388 -5.824596 0.0 0.0 -0.1 0.27
H 3.259089 -1.170370 -5.300699 0.0 0.0 -0.1 0.28
H 3.131543 0.596776 -5.234233 -0.1 0.0 -0.1 0.34
H 5.671816 -2.023431 -3.589933 0.1 -0.2 0.0 0.40
C 6.219516 -1.276404 -0.722765 0.0 0.1 0.0 -1.23
H 6.682454 -2.208310 -1.035756 0.0 0.0 0.0 0.35
H 7.006178 -0.574676 -0.442372 0.1 0.0 0.1 0.28
H 5.606141 -1.463984 0.157189 0.0 0.0 0.1 0.17
H 5.317630 1.187202 0.090085 -0.1 0.1 -0.1 0.66
H 4.180120 2.189264 -0.855678 0.2 -0.1 0.0 0.25
O 4.695535 0.162814 2.071941 -0.2 0.1 -0.4 -0.43
C 4.921422 -0.338190 3.366139 0.1 -0.1 0.2 -1.00
H 5.980757 -0.177996 3.561705 -0.1 0.0 0.0 0.28
H 4.330974 0.198839 4.115012 0.0 0.0 0.0 0.36
H 4.701813 -1.409159 3.428345 0.0 0.1 0.0 0.37
H 2.448707 -0.863805 3.207562 0.0 0.0 0.1 0.43
H 0.269448 -0.924884 2.149864 -0.1 0.0 0.0 0.55
H -0.376098 -0.250388 -1.369167 -0.1 0.0 -0.1 0.53
C -2.787430 0.162445 -0.678469 0.1 -0.1 -0.4 0.51
O -2.702613 0.025739 -1.887006 -0.1 0.1 0.1 -0.69
H -0.957178 0.948297 2.146475 -0.1 0.1 0.0 0.57
H -2.271330 1.902548 1.452579 0.0 0.0 0.1 0.34
H -3.135999 0.390573 3.249588 0.0 -0.1 0.0 0.41
H -2.552713 -1.004069 2.334746 0.0 0.0 0.1 0.33
H -5.164509 0.172976 -1.808197 0.0 0.0 -0.1 0.47
H -7.382510 0.037233 -0.760709 -0.1 0.0 0.0 0.43
H -9.034039 -1.012410 0.563586 0.0 0.0 0.0 0.35
H -9.111158 0.769540 0.675256 0.0 0.0 0.0 0.35
```
Forces are in eV/Å.

Output
Lowest unoccupied orbital energy, eV: 0.14
E_tot, hartree: -1303.46849
Relative energy (zero: lowest compared OMol25 entry of this formula, charge and spin), kcal per mole: 71.04
2S+1: 1
HOMO level, eV: -8.2254

=====

(3)
Entry from the Open Molecules 2025 dataset: a single C5H8 molecule at a distorted geometry (wB97M-V/def2-TZVPD).

Geometry as XYZ:
```
13
Properties=species:S:1:pos:R:3:forces:R:3:mulliken_charge:R:1
C 0.369034 0.962376 -0.532870 0.7 -1.6 0.3 -0.53
C -1.054742 0.382680 -0.480345 -0.2 -0.4 -1.6 -0.57
C -1.003226 -0.941816 0.212300 1.3 -0.1 0.6 -0.32
C 0.251058 -1.174965 0.629113 -0.9 0.5 0.0 -0.40
C 1.203640 -0.029862 0.415408 0.4 0.7 -1.0 -0.56
H 0.738270 0.978089 -1.580012 -0.1 -0.2 0.7 0.25
H 0.411156 1.969482 -0.183186 0.1 0.7 0.3 0.28
H -1.428086 0.316718 -1.504628 -0.1 -0.4 -0.2 0.25
H -1.795562 0.994373 -0.053916 -0.7 1.2 1.1 0.33
H -1.861086 -1.570343 0.490233 0.4 0.3 -0.5 0.36
H 0.525127 -2.025609 1.206329 0.2 -0.6 0.3 0.40
H 2.207131 -0.334753 0.012241 -1.0 0.2 0.1 0.29
H 1.437284 0.473629 1.369335 -0.2 -0.2 -0.2 0.23
```
Forces are in eV/Å.

Output
Lowest unoccupied orbital energy, eV: 1.26
E_tot, hartree: -195.28118
Relative energy (zero: lowest compared OMol25 entry of this formula, charge and spin), kcal per mole: 6.81
2S+1: 1
HOMO level, eV: -8.9273

=====

(4)
Entry from the Open Molecules 2025 dataset: a single C11H12N2O2 molecule at a distorted geometry (wB97M-V/def2-TZVPD).

Geometry as XYZ:
```
27
Properties=species:S:1:pos:R:3:forces:R:3:mulliken_charge:R:1
C 1.947353 -2.097965 1.064652 2.1 -0.2 -2.4 -0.50
C 1.146911 -1.783694 2.130654 -2.9 0.9 -0.4 -0.69
C 1.717701 -1.591675 -0.277169 -0.7 -0.6 1.9 -0.52
C -0.119986 -1.113846 1.944458 2.5 -0.1 -2.5 -0.74
C 0.527996 -0.930081 -0.472522 1.4 0.8 -1.0 -0.41
C -0.347931 -0.703926 0.572994 -1.0 -1.4 2.8 1.24
C -1.399381 0.052293 -1.460696 0.8 -4.1 1.4 -0.84
C 0.790650 1.264161 -1.634001 3.2 -0.7 0.1 -1.10
C -0.300478 2.229215 0.352024 1.3 -3.0 -5.4 -0.61
C 0.089101 -0.065251 -1.704653 0.7 -1.2 1.0 0.40
C -1.483810 -0.077623 0.046635 1.0 1.3 -0.3 -0.89
N 0.779455 1.737868 -0.253987 -2.2 1.9 0.1 -0.02
N -2.468017 0.440441 0.803723 0.1 -0.5 -1.9 1.14
O -2.465215 0.275117 2.008649 -0.7 0.3 1.8 -0.76
O -3.325565 1.043638 0.151263 -1.6 1.1 0.2 -0.74
H 2.867535 -2.730765 1.150902 -0.9 0.7 0.4 0.31
H 1.336285 -2.091651 3.125689 0.6 -0.5 0.7 0.46
H 2.383523 -1.742003 -1.115678 0.3 -0.2 0.2 0.48
H -0.820384 -0.820580 2.710263 0.2 -0.3 0.0 0.52
H -1.803861 0.909651 -1.806854 -1.7 2.5 -1.4 0.43
H -1.819117 -0.900975 -1.891374 -0.3 1.2 0.0 0.31
H 1.958468 1.164744 -1.832077 -2.4 0.0 0.0 0.33
H 0.382944 1.958823 -2.343170 -0.3 0.7 -0.1 0.42
H -1.170225 2.403692 -0.246154 -0.3 0.6 -0.1 0.48
H -0.233170 2.409074 1.319084 0.0 0.8 4.4 0.40
H 0.356670 -0.534191 -2.636174 -0.1 -0.2 -0.5 0.59
H 1.472549 1.295510 0.293521 0.9 -0.2 0.9 0.31
```
Forces are in eV/Å.

Output
Lowest unoccupied orbital energy, eV: -0.89
E_tot, hartree: -686.14574
Relative energy (zero: lowest compared OMol25 entry of this formula, charge and spin), kcal per mole: 161.98
2S+1: 1
HOMO level, eV: -6.8760

=====

(5)
Entry from the Open Molecules 2025 dataset: a gas-phase ion, C5H13NS2 (charge -1) at a distorted geometry (wB97M-V/def2-TZVPD).

Geometry as XYZ:
```
21
Properties=species:S:1:pos:R:3:forces:R:3:mulliken_charge:R:1
C 1.331141 -0.048112 0.077569 -0.5 -0.3 1.2 -0.23
C 2.176749 -0.472851 -1.099117 -0.6 -0.2 -0.5 -1.04
S 3.572197 -1.582997 -0.693276 -0.1 0.4 -0.2 -0.26
C 0.399167 1.097131 -0.306581 0.2 -0.3 -0.3 -1.35
N -0.448302 1.625559 0.764449 0.6 -0.7 -0.5 -0.28
C -1.451611 0.693829 1.265549 -1.7 1.2 1.0 -0.87
C -2.438777 0.124618 0.262001 1.1 -0.9 -0.7 -1.65
S -1.770369 -1.400793 -0.527842 0.1 -0.2 0.0 0.38
H 1.911741 0.168304 0.981771 0.4 0.5 -0.3 0.60
H 0.697879 -0.854871 0.473108 0.2 -0.2 -0.6 -0.05
H 2.443586 0.408430 -1.694274 0.7 -0.1 0.3 0.35
H 1.562433 -1.040357 -1.804146 -0.1 0.0 0.2 0.41
H 2.982810 -2.658205 -1.225606 0.1 -0.2 0.1 0.17
H -0.206971 0.701466 -1.127421 -0.2 0.3 0.0 0.33
H 0.988801 1.922716 -0.713351 0.0 0.1 0.0 0.54
H 0.200473 1.791298 1.525272 -0.2 0.3 0.2 0.24
H -1.142540 -0.070693 1.968358 0.7 -0.7 -0.3 0.45
H -2.074853 1.301085 1.946686 0.0 0.2 -0.2 0.48
H -3.350203 -0.145653 0.776000 -0.4 0.0 0.0 0.76
H -2.632953 0.767314 -0.593788 -0.2 0.5 0.4 0.45
H -2.750396 -2.327217 -0.255359 -0.2 0.2 0.0 -0.45
```
Forces are in eV/Å.

Output
Lowest unoccupied orbital energy (alpha / beta), eV: 2.75 / 2.71
E_tot, hartree: -1049.36957
Relative energy (zero: lowest compared OMol25 entry of this formula, charge and spin), kcal per mole: 33.42
2S+1: 2
Net charge: -1
HOMO level (alpha / beta), eV: 0.7850 / -5.2796

=====

Molar mass
In order: 1169.26 402.49 68.12 204.23 151.30
Unit: g/mol